Molecular formula: C39H84N12O11
Method: DFT, ωB97M-V/def2-TZVPD

Structure (XYZ):
```
146
Properties=species:S:1:pos:R:3:mulliken_charge:R:1
O 3.147 0.784 6.345 -0.358
C -2.304 4.461 -1.658 0.331
H -0.216 -5.239 -1.754 0.341
H -7.306 0.464 0.240 0.377
H 0.880 1.185 1.300 -0.205
H 1.864 4.396 -1.907 0.025
H -3.383 -0.056 -1.364 0.206
C -4.242 0.629 -1.289 0.166
H -0.585 -2.604 1.489 0.276
H -0.453 5.419 0.936 0.362
H 0.904 -1.101 5.208 0.642
H -2.040 -3.524 5.261 0.597
H 0.624 -6.069 0.311 0.355
C 5.002 -1.053 0.690 -0.236
C 4.634 -2.910 2.322 -0.991
H -3.666 3.904 0.471 0.150
H 5.255 -0.151 -2.413 0.423
O 0.475 -3.790 2.840 -0.722
C -5.529 -4.261 -1.693 -1.150
H 2.298 -2.578 -1.289 -0.973
H 3.625 -2.504 2.247 0.095
C 0.948 1.428 6.642 -1.273
H -2.914 -2.706 -3.248 0.375
C 1.192 1.093 -1.353 -0.154
H -2.868 -4.484 4.012 0.459
O 4.687 6.617 -2.505 -0.633
N 0.241 0.356 -0.477 1.294
H -0.190 5.892 -0.836 0.222
O -4.899 -2.731 -3.952 -0.703
H 2.516 3.180 -3.009 -0.052
H -3.218 -1.827 3.471 -0.675
H -2.627 -1.713 1.843 -0.502
H -2.281 2.177 -5.981 0.360
H 1.161 4.275 -3.468 0.388
N 3.063 5.200 -3.231 0.131
C 0.490 -4.394 -1.741 -0.325
H 7.279 -2.666 2.476 0.308
H 0.835 2.073 -1.671 0.184
H -2.040 1.391 5.197 0.131
N 2.766 3.858 0.617 -0.200
C -2.904 -2.428 2.617 1.011
H 1.963 -1.605 -3.212 -0.675
H 3.818 0.507 -3.090 -0.366
C -5.136 -1.065 0.254 0.369
H 1.666 -5.064 1.194 0.314
H 4.091 6.159 -4.918 0.351
H 3.691 4.482 -5.071 0.014
O 0.379 -3.530 -2.591 -0.484
H 0.486 0.772 7.380 0.492
H -4.292 -1.687 -0.044 -0.690
N 5.518 -2.014 1.519 0.575
H -1.251 2.655 -4.681 0.034
C -6.445 0.984 -0.181 -1.088
H 7.507 -1.390 1.230 0.315
C 2.674 -1.978 -3.949 0.084
H -3.073 2.588 -4.469 0.228
N -1.726 -3.234 3.086 0.657
H 4.411 2.383 -6.162 0.266
C 3.836 2.411 2.452 -0.527
C 4.044 -1.486 -3.810 0.512
H 2.116 1.132 -0.777 0.024
H -6.061 -1.640 0.213 0.344
O 4.994 -1.991 -4.536 -0.700
C 3.315 5.429 -4.685 -0.654
H 5.744 -0.409 0.195 0.291
N 1.712 1.441 -5.047 -0.294
H 1.115 0.229 4.069 -0.397
C -3.983 -2.952 -3.144 0.216
C -4.392 -0.148 5.290 -1.803
H -3.043 -5.174 -0.982 0.459
H -0.091 -1.046 -1.903 0.318
H -1.322 6.743 0.245 0.321
C -0.070 0.944 0.823 -0.275
C -2.332 0.884 4.277 -0.681
C 6.948 -2.283 1.510 -1.086
H -5.481 -0.202 5.274 0.041
H -3.224 -3.613 -0.127 0.071
H 3.936 1.060 -7.233 0.356
H 4.945 -2.741 3.353 0.497
C 2.766 1.399 -5.539 0.441
O -4.037 1.796 2.351 -0.383
H 2.752 -3.065 -3.972 0.245
C -3.097 -4.091 -1.099 -0.309
H -1.848 1.437 3.472 -0.545
C 3.860 5.725 -2.289 0.109
H -4.093 0.254 6.258 0.625
C 4.045 1.357 -6.190 -1.019
C -2.144 0.758 -4.359 0.423
H -0.646 1.855 0.660 0.310
H 4.644 -3.984 2.139 0.286
H -5.418 -5.335 -1.847 0.414
H 3.643 5.405 -1.258 0.378
H -0.706 0.313 1.443 -0.252
C -0.519 -3.190 2.418 0.420
C -1.925 -4.017 4.295 -1.898
H 7.108 -3.164 0.888 0.373
O 3.804 -0.757 0.639 -0.398
H -2.172 3.708 1.346 0.369
H -5.564 1.075 3.583 0.142
H -3.928 -1.130 5.197 0.100
H 3.363 1.437 2.576 -0.096
H -3.227 3.862 -1.715 0.261
H -3.105 5.315 1.198 0.416
H 4.797 0.686 -5.775 0.277
C 1.542 -5.492 0.199 -1.134
H 1.354 2.341 7.078 0.384
H -6.197 1.694 0.608 0.305
N -2.050 -0.295 -3.968 -0.367
C -0.444 -0.728 -0.910 -0.799
O -1.692 4.853 -2.642 -0.686
H 2.406 5.718 -5.212 0.298
O -4.143 1.786 -1.710 -0.699
H -6.796 1.547 -1.046 0.337
H -1.144 -4.775 4.352 0.288
N -5.275 0.164 -0.563 0.292
C -2.733 4.406 0.725 -1.110
H -4.937 -0.801 1.293 -0.049
C 1.611 -0.355 4.844 -0.090
N -1.950 4.830 -0.412 0.270
C 1.964 0.619 5.981 0.405
N -4.208 -3.698 -2.035 0.241
H -2.219 -3.715 -1.623 -0.362
H 0.335 1.839 5.840 0.111
H 3.739 2.876 3.433 0.437
C 3.229 3.187 1.414 0.108
O -1.405 -1.340 -0.357 -0.188
N 1.337 -4.338 -0.647 0.662
C -2.181 2.129 -4.896 -0.659
H 3.274 -3.589 -0.285 0.510
H -1.776 -0.053 4.290 0.297
H 2.336 -6.118 -0.207 0.315
C 4.258 -0.431 -2.751 0.811
H 1.371 0.584 -2.301 -0.316
H -5.953 -4.106 -0.701 0.309
H 4.889 2.302 2.196 0.265
N -3.765 0.615 4.255 2.026
H -3.655 -3.012 2.086 0.334
H -6.307 -3.943 -2.386 0.329
H 3.836 -0.830 -1.829 -0.634
H 1.965 -2.705 0.508 0.014
H 2.528 -0.747 4.404 -0.207
C -4.496 1.193 3.342 -0.568
C 2.115 4.192 -2.948 -0.374
C -0.881 5.777 -0.001 -0.960
C 2.256 -3.219 -0.408 0.304
H 2.303 -1.555 -4.882 0.374
```

Values from the calculation:
- LUMO level (alpha / beta): 1.858 / 1.801 eV
- <S²>: 0.75
- Net charge: -1
- HOMO level (alpha / beta): 0.203 / -7.001 eV
- HOMO-LUMO gap (alpha / beta): 0.0608 / 0.3235 Ha
- Spin multiplicity: 2

***

Molecular formula: C39H87N5O7
Method: DFT, ωB97M-V/def2-TZVPD

Structure (XYZ):
```
138
Properties=species:S:1:pos:R:3:mulliken_charge:R:1
H 0.478 -9.785 -2.136 0.380
H -7.152 -4.031 -2.520 0.352
C -0.123 7.804 -1.818 -1.741
H 0.486 9.541 8.233 0.397
H -6.155 -7.512 -0.627 0.294
C 3.013 -10.308 -2.153 -1.963
C 2.413 -2.156 -2.645 -0.696
H 2.606 10.834 -3.353 0.400
H 1.467 9.510 1.485 0.398
H 2.700 6.071 -2.595 0.458
C 1.919 8.703 -3.085 -1.326
H 1.327 -7.797 -5.671 0.354
H 4.474 -0.522 -3.323 0.359
H 5.543 1.228 -1.647 0.448
H 2.668 8.319 9.883 0.397
H 1.772 0.167 -3.916 0.162
C -6.634 -4.400 1.567 -1.340
H 2.472 -1.877 -3.697 0.397
C 5.030 0.307 -1.368 -0.682
H -5.803 -4.129 2.219 0.387
H 0.440 9.221 9.788 0.462
H 0.223 -2.272 -2.367 0.407
H 2.732 8.158 -3.564 0.453
H -6.451 -2.377 -0.421 0.479
C 1.554 9.943 0.488 -1.717
C 5.232 0.690 1.059 -0.766
H -9.253 -5.166 0.953 0.429
H 3.602 8.185 1.350 0.462
C -7.347 -5.658 2.050 -0.550
H 5.895 1.545 0.923 0.287
H -8.781 -6.919 1.234 0.392
H -0.983 -10.402 -5.591 0.462
H 3.302 -12.629 -3.459 0.367
H 3.236 0.510 -2.563 0.159
H 0.904 -8.623 -7.195 0.381
H -9.086 -5.969 -2.477 0.415
H 4.396 9.715 1.038 0.350
H 2.354 -3.238 -2.523 0.360
H 2.359 6.496 5.991 0.252
C 3.022 10.038 -1.399 -1.214
H -6.660 -6.505 2.056 0.320
C -7.214 -7.383 -0.848 -1.473
C -0.008 11.441 9.103 -0.618
H 0.346 -11.461 -1.907 0.479
C -7.970 -6.039 -0.549 1.587
C 2.945 8.989 9.069 -0.618
H 2.063 -12.947 -2.381 0.423
H -0.539 8.739 -1.443 0.323
H -7.471 -7.638 -1.876 0.355
C -4.884 -5.265 0.034 -1.973
C -0.377 13.182 10.780 -0.777
H 5.784 -0.480 -1.346 0.352
C -5.566 -2.998 -0.283 -2.059
C 1.199 -11.352 -6.574 -1.538
H -1.059 11.337 8.833 0.374
H 2.920 -10.566 -1.098 0.370
H 1.255 5.532 -1.952 0.440
H 2.670 6.540 0.520 0.332
C 1.632 6.277 -2.654 -1.901
H -0.186 14.001 10.086 0.305
H 4.554 1.023 1.845 0.213
O 0.671 -0.354 -2.400 -0.369
H 1.174 6.131 -3.632 0.361
H -0.716 7.516 -2.686 0.479
N -7.176 -4.726 -0.776 0.094
H -4.022 -4.799 0.512 0.488
H 3.965 9.646 -1.780 0.376
O 4.440 0.456 -0.074 -0.309
H 2.730 5.066 6.877 0.251
C 1.068 -1.672 -2.030 -0.655
H 3.983 9.180 9.343 0.328
C 1.373 7.727 -2.084 1.459
N 2.217 -10.237 -4.521 0.408
C -0.506 -11.027 -3.769 -0.655
H -0.412 7.083 -1.053 0.382
N 2.239 10.237 9.225 -0.425
C 2.258 -12.369 -3.284 -1.810
H 2.321 10.480 10.202 0.240
H 3.869 -9.541 -4.680 0.360
H -4.868 -6.229 0.542 0.319
H 0.836 -10.961 -7.524 0.408
H 5.641 -0.305 1.238 0.333
H -7.878 -5.433 2.975 0.373
H -9.839 -5.053 -1.111 0.418
H 1.188 10.464 -2.385 0.346
H 1.299 -1.934 -0.998 0.436
H -4.558 -5.353 -1.002 0.448
C 0.739 10.059 9.158 -0.708
C 2.188 10.117 -2.646 -0.815
C 0.713 -0.047 -3.768 -0.591
H -1.475 -11.124 -3.279 0.441
H -7.373 -3.600 1.595 0.406
H 0.223 0.890 -4.032 0.256
H 3.246 11.055 -1.075 0.518
H 0.399 -0.870 -4.410 0.315
H 1.322 6.107 7.430 0.281
N 2.014 7.858 -0.723 0.526
H -0.557 -9.067 -4.530 0.429
H 3.238 -1.449 -0.965 0.250
H 1.896 10.963 0.666 0.386
H 0.364 -12.033 -6.410 0.376
C 2.056 -10.899 -3.225 1.541
O -6.712 -4.780 -2.112 -0.501
C 4.033 -0.210 -2.377 -0.314
C -8.464 -5.918 0.944 -1.327
H -0.314 -12.004 -4.212 0.221
H 0.445 12.095 8.357 0.336
C -6.099 -4.385 0.132 1.980
C 0.599 -10.726 -2.671 -1.182
H 3.397 8.889 7.001 0.230
H 2.129 -11.920 -6.532 0.302
O 3.528 -10.369 -5.025 -0.455
H -7.495 -8.210 -0.195 0.355
C 2.598 9.163 -0.241 1.540
C 2.320 6.070 6.994 -0.628
C 2.749 8.310 7.658 -0.340
H -4.927 -2.969 -1.165 0.386
H 1.156 8.807 -3.857 0.411
C -9.269 -5.935 -1.403 -1.875
H 4.047 -10.600 -2.337 0.435
H 0.510 9.981 0.177 0.220
H -4.869 -2.541 0.420 0.427
H 3.132 -9.224 -2.161 0.416
O 3.139 6.903 7.757 -0.359
H 1.752 -12.870 -4.109 0.364
H 4.553 8.188 -0.023 0.406
O 1.823 6.803 0.153 -0.481
H -1.452 13.009 10.725 0.300
H -10.039 -6.684 -1.218 0.390
C 3.920 8.861 0.556 -1.832
C 1.462 -8.703 -6.263 -1.652
H -0.104 13.606 11.746 0.256
H 2.500 -8.800 -6.581 0.450
H 1.744 8.440 7.259 0.354
N 3.562 -1.570 -1.914 -0.350
O 0.097 11.855 10.476 -0.289
C 1.218 -10.102 -5.556 1.172
C -0.241 -10.053 -4.873 -1.281
```

Values from the calculation:
- LUMO level: 0.446 eV
- HOMO level: -7.529 eV
- ΔE to the lowest compared entry with this formula, charge and spin: 598.7 kJ/mol
- SMILES string: CC1(C)CCCC(C)(C)N1O.CC1(C)CCCC(C)(C)N1O.CC1(C)CCCC(C)(C)N1O.COCCNCCOC.COCCNCCOC
- HOMO-LUMO gap: 0.2930 Ha

***

Molecular formula: C39H90FN2O12
Method: DFT, ωB97M-V/def2-TZVPD

Structure (XYZ):
```
144
Properties=species:S:1:pos:R:3:mulliken_charge:R:1
C -3.538 -1.794 -5.921 -1.232
C 2.630 1.043 6.962 -1.172
H -4.071 5.330 0.901 0.523
C 1.044 -0.155 -3.107 0.597
C -1.054 3.420 6.536 -1.289
H -0.748 0.752 -3.891 0.250
H 8.060 -4.752 7.798 0.377
O 4.425 -7.986 -3.979 -0.535
H -0.166 6.358 -1.613 0.437
H 5.128 3.781 0.858 0.362
H -4.895 -1.704 -1.225 0.409
C -3.914 4.301 1.221 -0.855
H 0.151 -6.739 -7.627 0.266
H 1.203 -4.400 -6.476 0.321
H 4.839 5.004 -1.412 0.360
C -1.532 2.790 5.242 0.762
H 6.031 3.923 -2.146 0.404
C -0.243 -6.346 -5.554 -1.264
H 4.888 2.033 0.919 0.340
O -1.206 -1.397 -5.407 -0.331
H -10.497 8.039 -0.060 0.326
H 0.223 1.830 -2.876 -0.069
H -0.216 2.856 6.946 0.170
H -0.636 0.148 1.075 0.654
H 4.646 -7.327 -3.312 0.336
H 7.573 -9.144 -4.346 0.374
C -2.249 -2.470 -1.626 -1.190
H 2.043 1.471 6.148 0.204
C -0.403 2.331 0.513 -0.218
H -0.745 4.454 6.382 0.396
H -3.833 -0.965 -5.274 0.232
H -9.728 5.267 0.968 0.247
C 4.974 4.038 -1.908 -1.403
H -4.583 0.021 -1.025 0.160
C 6.674 -8.873 -3.792 -1.350
C -1.502 4.433 0.668 0.019
H -3.336 3.545 5.301 0.301
H 6.953 -8.149 -3.021 0.350
H 6.320 2.701 0.121 0.404
H -2.141 -0.378 -1.219 -0.106
H 1.043 -0.942 -3.860 0.242
H -1.672 -3.646 -6.829 0.007
C -2.472 4.101 1.736 -0.455
H -2.789 1.294 6.155 0.355
H -1.859 3.421 7.276 0.369
C 2.005 -6.864 -6.554 -1.274
C 5.616 -8.283 -4.710 0.486
H -1.196 -2.216 -4.899 0.232
H -11.486 6.583 -0.169 0.336
H 1.567 -0.822 6.961 0.265
H 6.032 -4.370 6.365 0.274
H -8.242 7.928 1.225 0.433
C -1.704 -2.706 -7.384 -1.023
C -5.118 3.939 -1.026 0.230
H -2.120 -0.628 -7.031 0.306
H -2.203 -2.355 -2.709 -0.030
H -2.365 3.048 1.990 0.143
C 7.156 -4.286 8.191 -1.241
C 6.121 -7.043 -5.432 -1.170
H 2.530 -6.350 -5.744 0.321
C 6.355 -3.617 7.085 0.356
O 3.080 3.060 -0.751 -0.365
H -2.870 -3.343 -1.403 0.467
F -2.116 6.669 0.241 -0.212
H 6.292 -9.762 -3.290 0.318
H 4.409 4.059 -2.840 0.342
C 2.639 -0.666 8.810 -0.851
H -0.703 -2.530 -7.774 0.302
C 7.167 -2.549 6.368 -1.275
H 4.583 1.962 -1.537 0.223
H -4.220 -0.770 -2.567 0.184
C -4.235 3.349 0.056 -0.267
C 0.640 -6.240 -6.789 0.381
H 3.560 0.650 6.551 0.401
H -4.754 2.458 0.421 0.427
H 1.920 -7.917 -6.282 0.363
H -3.345 2.987 -0.463 0.112
C 0.272 1.041 -3.638 -0.954
H 2.975 3.892 -0.274 0.302
H 0.214 -5.811 -4.716 0.287
C -4.207 -0.895 -1.484 -1.148
N -0.562 3.633 0.128 0.493
O -5.989 4.924 -0.635 -0.427
C 4.487 2.912 -1.012 0.496
H 0.915 3.846 -1.467 0.838
C 1.842 -0.045 7.677 0.419
H -9.974 6.694 -1.085 0.343
H -3.565 -2.711 -5.324 0.277
C -10.460 6.949 -0.142 -1.260
C 0.131 4.306 -0.886 -0.179
H 7.450 -3.550 8.944 0.326
H -2.289 0.900 4.509 0.330
H -6.647 4.585 -0.012 0.315
H 7.005 -7.265 -6.030 0.384
C -0.400 5.538 -0.958 -1.235
O -2.788 -1.315 0.444 -0.537
H 2.877 1.851 7.657 0.324
H 0.802 1.160 8.806 0.347
C -9.716 6.357 1.044 0.396
O -2.606 3.553 4.671 -0.503
H -4.273 -1.888 -6.721 0.452
H 7.461 -1.763 7.069 0.327
H -1.136 0.750 5.852 0.263
H 8.072 -2.969 5.927 0.395
H -0.730 2.830 4.500 0.112
N -1.383 5.578 0.001 0.521
H -7.732 6.592 0.191 0.235
C -8.274 6.843 1.104 -1.079
H -7.758 6.402 1.960 0.256
C 5.255 2.850 0.297 -1.418
H 0.745 1.455 -4.530 0.509
H 5.348 -6.641 -6.088 0.228
H 5.394 -2.392 8.255 0.280
H -10.417 7.603 2.370 0.349
H 2.455 0.978 -1.944 -0.063
C -1.956 1.346 5.449 -1.235
C -2.142 -1.569 -6.479 0.328
O -5.030 3.614 -2.171 -0.541
H -1.223 -5.902 -5.741 0.290
H 2.620 -6.784 -7.451 0.357
H -3.353 -2.055 0.692 0.336
C 2.467 0.218 -2.731 -1.085
H 0.361 -0.022 -1.292 0.130
H 5.317 -9.032 -5.445 0.250
O -10.391 6.646 2.263 -0.552
H 3.004 -0.649 -2.345 0.349
O 0.600 0.474 8.160 -0.545
O 0.374 -0.704 -1.971 -0.399
H -2.281 4.693 2.631 0.288
O 0.770 -4.876 -7.193 -0.477
C -0.518 1.184 0.827 -0.358
H -1.243 -2.667 -1.258 0.313
C -2.806 -1.212 -0.987 1.190
H 6.557 -5.050 8.687 0.322
H 2.885 0.088 9.563 0.391
H 6.576 -2.086 5.576 0.310
O 5.147 -3.061 7.607 -0.509
H 2.060 -1.448 9.300 0.349
H 6.383 -6.265 -4.709 0.330
H 3.015 0.615 -3.587 0.449
H -4.593 4.145 2.057 0.637
H -2.388 -2.827 -8.225 0.452
H -0.386 -7.385 -5.257 0.418
H 3.565 -1.103 8.439 -0.070
```

Values from the calculation:
- LUMO level: -2.978 eV
- Net charge: +1
- HOMO level: -11.356 eV
- HOMO-LUMO gap: 0.3079 Ha

***

| no. | energy (eV) |
| --- | --- |
| 1 | -82206.055 |
| 2 | -63624.561 |
| 3 | -72159.801 |